(1)
DFT (ωB97M-V with the def2-TZVPD basis set) results for a 9-piece molecular cluster, C9H36N18O9 overall at a distorted geometry.

Geometry as XYZ:
```
72
Properties=species:S:1:pos:R:3:forces:R:3
N 26.08905 9.75337 8.76406 -0.5 0.9 0.1
C 25.64176 11.00875 9.13674 0.1 0.2 -1.6
N 25.02900 11.09262 10.31507 -0.3 -0.6 1.7
O 25.73126 11.96622 8.36795 0.5 -0.3 0.1
H 26.12073 8.98477 9.40528 0.3 -0.1 -0.1
H 26.58127 9.74884 7.88938 0.0 -0.5 0.1
H 24.69566 10.26824 10.78331 0.1 0.1 0.1
H 24.82870 11.96719 10.76413 -0.3 0.2 -0.5
N 24.75849 10.66666 5.65424 0.2 -0.3 -0.2
C 23.70583 11.34503 5.16313 -0.6 0.1 -0.4
N 23.83152 12.70465 5.20787 0.1 0.2 0.0
O 22.71366 10.77197 4.71052 0.1 0.3 0.3
H 24.68013 9.66943 5.55594 0.3 0.0 0.3
H 25.53913 11.13041 6.08449 0.0 -0.2 0.2
H 24.64018 13.13654 5.61749 0.0 0.0 0.0
H 23.07541 13.29575 4.91872 -0.1 -0.2 -0.1
N 20.99442 8.41783 6.85399 0.2 -0.8 0.1
C 22.15612 8.12247 7.48919 0.3 0.9 -0.4
N 22.86778 9.24888 7.77078 0.0 -0.3 0.1
O 22.58441 6.99328 7.76325 -1.1 -0.1 0.0
H 20.88902 9.34387 6.48197 -0.3 0.1 -0.1
H 20.30858 7.70844 6.65273 0.0 0.0 -0.2
H 22.58509 10.12045 7.35995 0.1 0.2 0.3
H 23.61637 9.23655 8.43807 0.2 -0.1 -0.3
N 23.80696 4.26090 6.11618 0.3 -0.1 0.1
C 24.19628 3.76271 4.92051 -1.1 -0.7 -1.4
N 24.45300 4.76111 4.02251 0.4 0.3 -0.7
O 24.16422 2.58972 4.54454 0.4 0.6 0.9
H 23.74328 5.25979 6.14052 -0.2 0.1 0.8
H 23.56602 3.67885 6.89543 0.0 0.1 -0.1
H 24.65041 4.50171 3.07307 0.0 -0.2 0.1
H 24.45195 5.74173 4.22953 0.1 0.0 0.2
N 27.18351 5.86230 8.87092 0.8 0.3 0.7
C 26.17275 6.36983 8.09628 0.7 -0.3 -1.6
N 24.97751 6.39162 8.69176 0.4 -0.1 -0.3
O 26.36235 6.72030 6.92689 -0.1 0.2 0.7
H 27.01655 5.04503 9.43051 -0.1 0.1 0.0
H 28.12202 6.00158 8.53906 -0.1 -0.3 -0.2
H 24.21151 6.58733 8.04976 -0.5 0.3 0.9
H 24.94915 6.46233 9.69174 -0.5 -0.5 -0.3
N 19.47200 4.95211 6.26707 -0.8 1.0 -0.6
C 18.76329 5.84283 5.52555 0.0 1.3 0.2
N 18.64310 5.47948 4.22930 -0.4 -0.2 -1.1
O 18.30693 6.92579 5.92414 0.4 -0.9 0.2
H 19.79749 4.18926 5.71167 0.6 -0.7 0.9
H 19.56954 5.13967 7.24855 0.4 -0.5 0.0
H 19.14332 4.71983 3.80802 0.0 -0.1 0.1
H 18.13041 6.06208 3.59224 0.1 0.2 0.2
N 17.71589 10.44702 5.45152 0.7 -1.2 -0.3
C 18.31848 11.57695 5.86294 0.0 0.7 -0.7
N 17.45938 12.61443 6.03242 1.4 -0.1 0.6
O 19.53850 11.77159 5.98460 -1.0 -0.9 -0.1
H 18.28791 9.66141 5.17739 0.0 0.0 0.3
H 16.76025 10.23966 5.66652 -0.1 0.1 0.0
H 16.48456 12.53103 5.83514 -0.1 0.6 0.1
H 18.02032 13.40826 6.31155 -1.1 0.5 0.0
N 20.10634 11.52943 8.86630 -0.8 -0.7 -0.8
C 21.34941 12.05031 8.77408 0.5 2.0 1.0
N 21.75264 12.44010 7.51934 0.6 -0.6 0.5
O 22.02478 12.33911 9.76441 -0.1 -0.6 -0.4
H 19.54907 11.76120 9.66821 0.3 -0.1 0.2
H 19.62784 11.51686 7.97520 -0.2 0.0 0.2
H 21.30304 12.11830 6.67212 0.1 0.1 0.1
H 22.72564 12.70557 7.53167 0.0 0.0 -0.4
N 23.63313 6.88672 11.30279 0.6 0.4 -0.4
C 23.11581 6.52944 12.50035 -2.4 -1.1 1.2
N 23.96472 6.11959 13.48157 0.8 0.6 -0.5
O 21.89836 6.44975 12.66481 0.8 0.0 -0.3
H 22.93383 7.06218 10.59561 0.2 0.3 -0.1
H 24.53749 7.32268 11.25413 -0.1 0.1 0.0
H 23.59222 5.59848 14.25053 0.0 0.2 0.1
H 24.94366 6.32161 13.38769 0.1 -0.4 0.3
```
Forces are in eV/Å.

Summary:
**Total charge**: 0
**SMILES**: NC(N)=O.NC(N)=O.NC(N)=O.NC(N)=O.NC(N)=O.NC(N)=O.NC(N)=O.NC(N)=O.NC(N)=O
**Relative energy (zero: lowest compared OMol25 entry of this formula, charge and spin)**: 1.549 eV

(2)
DFT (ωB97M-V with the def2-TZVPD basis set) results for a 9-piece molecular cluster, C9H36O9 overall at a distorted geometry.

Geometry as XYZ:
```
54
Properties=species:S:1:pos:R:3:forces:R:3
C -3.55596 -2.70428 -0.33611 -2.4 -2.1 -1.8
O -3.43796 -4.20028 -0.27211 -0.4 2.0 -1.0
H -2.73496 -2.24728 -0.00411 3.5 1.4 2.3
H -4.42396 -2.39528 0.31289 0.6 -0.1 -1.3
H -3.44296 -2.24728 -1.41311 -1.4 -1.6 1.6
H -2.81996 -4.48528 0.40489 0.1 0.5 0.2
C 1.88204 4.55672 -0.39411 -1.2 -2.3 3.0
O 2.51804 4.95472 -1.52811 3.7 -0.5 -0.9
H 2.59904 4.24672 0.51589 -1.3 0.9 -1.9
H 1.28404 3.46072 -0.60611 0.9 3.2 0.7
H 1.29404 5.48972 -0.06311 0.1 -2.1 -0.1
H 3.48504 4.67072 -1.41611 -2.1 0.7 -0.7
C -0.72496 -1.73628 3.05389 -3.1 3.9 -1.6
O 0.51804 -1.32628 2.57389 1.6 0.8 2.6
H -0.97796 -1.45428 4.04189 0.3 1.0 1.3
H -0.89696 -2.71828 3.11089 -0.1 -4.2 -0.6
H -1.62896 -1.25928 2.43589 2.0 -0.9 0.9
H 1.02104 -1.03328 3.42089 -0.9 -0.7 -2.6
C 0.31204 -4.24028 -0.61711 -1.2 -2.6 3.4
O 0.41104 -5.38428 -1.41311 -1.8 -1.0 -1.9
H -0.73696 -3.98028 -0.63811 -0.1 1.4 -0.2
H 1.04604 -3.54428 -0.96811 0.2 0.8 0.7
H 0.32604 -4.70728 0.52889 1.0 1.9 -2.3
H -0.49396 -5.43828 -1.83511 1.9 -0.5 0.4
C -0.07996 2.53072 3.14089 -0.5 -1.2 0.8
O -1.12296 3.08972 3.86589 8.6 4.0 2.7
H 0.82604 2.46872 3.69489 1.0 1.5 0.6
H -0.00796 2.89872 2.17089 0.6 1.2 -1.6
H -0.12396 1.48572 3.02089 -1.2 -1.9 -0.4
H -1.89796 2.79872 3.72189 -8.5 -3.6 -2.1
C 0.15704 -1.91328 -3.42311 0.0 0.9 2.1
O 1.18704 -1.12928 -2.94811 2.1 1.1 -0.6
H -0.51696 -2.00928 -2.60211 -1.1 -0.8 0.4
H 0.50104 -2.82128 -3.78611 0.6 -2.0 -0.6
H -0.30296 -1.38228 -4.17311 -1.4 1.0 -2.0
H 1.15004 -0.97528 -2.00811 -0.2 -0.3 0.5
C -2.63596 2.67872 -1.12811 2.1 -3.7 0.5
O -3.57996 3.65672 -1.15511 -0.8 2.3 -3.4
H -1.81096 2.96272 -0.51811 1.0 0.4 0.7
H -2.20296 2.39672 -2.07611 0.1 0.4 -0.8
H -2.81396 1.57672 -0.76111 -1.2 2.1 -0.1
H -3.36996 4.16672 -2.05711 -1.1 -1.5 3.2
C -0.16996 0.20272 -0.16511 0.3 2.8 -1.6
O 0.76104 -0.81028 -0.27111 -0.5 -2.1 3.3
H -0.97696 0.04172 0.48789 -0.8 -0.5 1.4
H -0.66296 0.36672 -1.11011 0.0 0.1 -0.7
H 0.33604 1.16172 0.07089 -0.4 -0.3 0.2
H 0.60704 -1.20528 0.66989 1.5 0.2 -2.3
C 3.94204 0.86372 -0.33111 -0.3 2.2 -2.4
O 5.23904 1.49372 -0.19311 -1.0 1.6 -1.5
H 3.73504 0.93972 0.64789 -2.5 -0.3 3.4
H 4.01604 -0.18228 -0.57211 -0.2 -0.2 -0.8
H 3.11104 1.53972 -0.96211 2.6 -2.0 1.3
H 5.88704 0.83072 -0.14611 1.3 -1.3 -0.1
```
Forces are in eV/Å.

Summary:
**Total charge**: 0
**SMILES**: CO.CO.CO.CO.CO.CO.CO.CO.CO
**Relative energy (zero: lowest compared OMol25 entry of this formula, charge and spin)**: 11.188 eV

For the records above, the corresponding energy values read -2027.66538; -1041.25965 Eh.
For the records above, the corresponding HOMO energy values read -0.3461; -0.3606 Eh.
For the records above, the corresponding LUMO level values read 0.10; 0.00 eV.